[1]
Density functional theory data (the ωB97M-V functional and the def2-TZVPD basis) for a structure of composition C21H44AlN2OPS.

Energy relative to the best compared isomer or geometry (same formula, charge and spin) in kcal per mole: 58.7
LUMO energy in Ha: -0.093
Frontier orbital gap in eV: 3.3
HOMO in eV: -5.8

Geometry (Å):
S 1.9849 -1.4058 1.8476
P 2.8381 -0.7724 3.5130
Al 1.2987 0.5795 4.6612
O 1.3677 -1.8948 -5.5869
N 0.9775 -0.7063 -7.4301
N -4.0754 0.4946 1.5453
C 1.4305 -0.9302 -1.8507
C 2.1723 -0.7488 7.2361
C -3.2163 -0.0412 0.4744
C -1.1799 -1.1274 -1.4094
C 1.3753 2.9068 1.3335
C -2.7913 -1.5465 0.6570
C -0.5077 -2.7201 -6.8345
C 1.0664 2.4557 3.8895
C 2.1101 2.8471 2.7352
C -5.7953 1.8872 2.2916
C 0.9660 1.2551 -0.5575
C -1.3653 -1.8393 -0.0035
C 2.0236 -1.0556 -8.4431
C 1.3725 0.6483 -1.9647
C 0.6493 -1.8280 -6.5323
C 2.1012 2.0422 0.1901
C 0.0849 -1.6670 -2.1835
C 2.0003 0.7122 6.6031
C -4.0983 0.2756 2.9185
C -5.1671 1.1490 3.4322
C -5.0341 1.4035 1.1292
H 0.5638 0.9084 -2.7073
H -2.0870 -1.4348 -2.0233
H -0.0950 -0.1999 4.6935
H -5.4767 1.2838 4.4895
H 1.6967 -1.9294 -9.0042
H 4.0425 -0.0360 3.2251
H 0.0851 1.9409 -0.7030
H -2.2651 0.5659 0.4143
H 1.1803 3.9396 0.9429
H 1.2560 1.2825 7.2229
H 1.2238 3.1712 4.7567
H 1.3839 -0.0095 -6.7970
H 0.2203 -2.7433 -1.8531
H -6.6205 2.6347 2.3124
H 1.7546 -0.8226 8.2795
H -5.2240 1.7327 0.0836
H 2.1273 -0.2015 -9.1104
H -0.0052 2.5756 3.5705
H 0.3643 2.4222 1.4857
H -1.3265 -2.9483 -0.2191
H 3.2434 -1.8836 4.3159
H 0.6593 0.4080 0.1082
H 0.1323 -0.3649 -7.8922
H 2.9620 -1.2433 -7.9256
H -2.7160 -1.8055 1.7497
H 2.8025 1.3328 0.7229
H 2.3636 1.0236 -2.3498
H 1.8751 -1.2289 -0.8593
H -0.1481 -1.7296 -3.2880
H 2.9021 2.0569 2.7080
H -1.2392 -0.0051 -1.3500
H 2.5021 3.8804 2.9484
H 3.2661 -1.0341 7.2442
H -3.4974 -2.2818 0.1733
H 2.7500 2.6754 -0.4739
H -3.7338 0.0820 -0.5166
H 3.0131 1.1965 6.5491
H -1.3885 -2.1196 -7.0746
H 1.6098 -1.4793 6.5868
H -3.4193 -0.4040 3.4701
H -0.5203 -1.6016 0.6964
H -0.7286 -3.3298 -5.9609
H -0.2636 -3.3706 -7.6777
H 2.1865 -1.2794 -2.6252

[2]
Density functional theory data (the ωB97M-V functional and the def2-TZVPD basis) for a structure of composition C48H42NP2Tm.

Net charge: +2
LUMO energy (spin up / spin down) in Ha: -0.231 / -0.230
2S+1: 3
Frontier orbital gap (spin up / spin down) in eV: 6.1 / 6.1
HOMO (spin up / spin down) in eV: -12.4 / -12.4

Geometry (Å):
Tm 0.0220 0.8822 1.2332
P 0.2850 1.9937 -1.1985
P 0.1069 -1.5159 -0.3219
N -0.3024 -0.3632 3.0825
C -0.9251 5.0310 1.3295
C -1.7559 1.5758 3.1171
C -3.2306 -3.3529 1.2589
C 3.1908 -3.9909 -1.5340
C -1.6485 3.0464 5.0365
C 4.1016 -3.8684 -0.4785
C -0.1243 -1.6107 3.6872
C -0.9850 2.5184 -3.6148
C 1.1649 -2.1567 3.7730
C 2.9341 1.4820 -1.8542
C -0.7725 -1.0920 -4.8429
C -0.9377 0.6473 3.8343
C 0.7641 -0.9568 -2.9893
C -1.1432 2.1725 -2.2638
C -0.8270 4.1922 0.2226
C 2.6007 -2.3359 0.6511
C 1.1377 3.1159 1.2511
C -3.3390 2.1109 -3.9765
C 1.3155 -3.4770 4.1770
C -3.5053 1.7703 -2.6305
C 4.1730 1.8291 -2.3845
C 1.8282 2.3366 -2.0531
C -1.1215 -2.7743 0.1958
C -1.2338 -2.3022 4.2026
C -1.9584 -5.0413 0.0982
C 0.1966 3.2364 0.1571
C 0.5204 -0.8819 -4.3529
C -2.0877 2.4987 -4.4638
C -3.0882 -4.6742 0.8299
C 1.6803 -2.4573 -0.4080
C 0.1854 -4.2200 4.5661
C -2.1103 2.7615 3.7559
C -0.9615 -4.1060 -0.1957
C 3.2403 3.9177 -3.2109
C -2.4158 1.8141 -1.7693
C -0.5998 0.8760 5.1828
C -1.8180 -1.3965 -3.9640
C -1.5676 -1.5084 -2.5998
C -2.2654 -2.4006 0.9315
C 4.3252 3.0475 -3.0581
C 3.7877 -3.0632 0.6253
C -0.2739 -1.3036 -2.1067
C 1.9721 -3.3089 -1.4847
C 1.9908 3.5689 -2.6991
C -1.0893 -3.6226 4.6018
C -0.0331 4.9113 2.4012
C -0.9108 2.1023 5.7658
C 0.9715 3.9473 2.3801
H -2.4170 -1.3628 1.2560
H -4.1049 -3.0576 1.8418
H 2.3943 -1.6781 1.5040
H 2.3150 -3.9298 4.1906
H 0.0045 2.7640 -3.9987
H -2.3746 -1.7758 -1.9163
H 5.0253 1.1567 -2.2519
H 0.3112 -5.2481 4.9052
H 1.0284 1.1147 -5.8205
H 4.4804 -3.0006 1.4687
H -1.8758 4.0186 5.4876
H 0.0086 0.1295 5.7054
H -2.2005 -1.8012 4.2338
H -2.8281 -1.5515 -4.3428
H 2.0289 2.4589 1.1717
H -1.9558 2.7719 -5.5145
H -2.5428 1.5249 -0.7203
H 5.0467 -4.4107 -0.5177
H -0.5730 2.3257 6.7752
H 1.2572 -3.4289 -2.3021
H -0.9597 -1.0232 -5.9121
H 1.6533 3.8532 3.2355
H 2.8277 0.5831 -1.2433
H -2.7161 3.4917 3.2148
H -4.4813 1.4617 -2.2506
H 3.3638 4.8812 -3.7122
H 0.3696 1.1859 -6.2095
H -2.2229 1.2647 2.1469
H -1.8319 -6.0586 -0.2553
H -1.9574 -4.1976 4.9464
H -0.0734 -4.3954 -0.7538
H -0.1500 5.5630 3.2798
H -1.5346 4.2790 -0.6069
H 5.3052 3.3246 -3.4548
H -1.7248 5.7785 1.3849
H 1.7757 -0.7883 -2.6185
H -3.8515 -5.4148 1.0668
H -4.1990 2.0860 -4.6468
H 3.4114 -4.6084 -2.4041
H 1.1535 4.2659 -2.7529
H 2.0058 -1.5082 3.5264
H 1.3453 -0.6487 -5.0282

[3]
Density functional theory data (the ωB97M-V functional and the def2-TZVPD basis) for a structure of composition C33H93ClN26O16Si2.

Energy relative to the best compared isomer or geometry (same formula, charge and spin) in kcal per mole: 0.0
LUMO energy in Ha: 0.004
Frontier orbital gap in eV: 7.5
HOMO in eV: -7.4

Geometry (Å):
Cl -4.0657 2.3417 2.3245
Si -1.6897 3.2782 -4.3335
Si -1.8687 2.7403 -1.4991
O -2.0275 3.6401 1.4547
O 0.1198 -6.5534 3.0427
O 3.1996 3.5919 0.0883
O -2.5162 2.6612 -3.0200
O -7.5879 5.0293 2.4071
O 5.0918 -4.9917 7.5600
O 2.5869 -2.4547 1.3644
O 2.2809 4.0779 -4.8278
O -0.3323 6.8041 -4.6150
O 0.8271 -5.5452 -3.4040
O -2.5900 1.0927 7.8050
O 5.9433 0.3531 -3.9240
O -0.0654 -6.7008 9.6522
O 0.2479 -0.3923 12.1405
O -7.8371 8.7118 0.5206
O 2.1725 -7.5780 0.4719
N -1.2588 0.1642 10.5343
N 1.8803 6.8668 -4.0793
N -5.5713 5.3563 3.3827
N -0.3217 1.7867 11.8786
N 1.5405 -3.6286 2.9984
N 3.5993 -5.2983 5.8733
N -1.6219 0.2070 5.9589
N 2.3117 -4.7058 1.1088
N 2.3473 -7.4899 -1.7754
N 0.6324 -8.7323 2.7372
N -7.9642 8.1850 -1.6780
N 2.8997 -9.4221 -0.6355
N 5.9714 1.0684 -6.0740
N -7.5921 6.5430 -0.0874
N -3.3077 1.7700 5.7634
N -1.3664 -6.0828 -3.2430
N 4.2580 -3.1721 6.4881
N 7.8268 1.3341 -4.7173
N -7.1371 7.0544 3.3143
N 5.3468 4.1639 0.5218
N 3.6402 5.7138 0.7516
N 0.4685 -6.6387 7.4492
N 0.5558 8.7527 -3.8784
N 1.8296 -5.6291 8.9963
N -1.3532 -8.1134 3.7489
N 0.0277 -7.2418 -4.6776
C -3.8992 2.3685 -5.7603
C -2.3643 -1.2760 -3.4097
C 0.6940 -6.3418 8.7697
C 2.4565 -8.1298 -0.5877
C 0.9191 3.8220 -5.1625
C 3.0616 2.9416 -4.4542
C 4.3715 -4.5152 6.7012
C 3.5209 2.9774 -3.0043
C 2.7448 -1.8569 -2.0336
C -0.4038 0.4553 11.5535
C -2.5143 1.0280 6.5874
C 0.4590 -2.3269 -0.9774
C -0.8053 1.2491 -1.2457
C 2.7021 -0.3508 -2.0979
C 0.6415 7.4284 -4.2192
C 2.1742 -3.5246 1.7810
C -2.9314 3.0322 1.0804
C -0.8936 -2.4138 -1.6953
C -1.8437 3.0346 -7.1523
C 0.1493 3.0569 -4.0846
C -0.1768 -7.7366 3.1663
C 6.5408 0.8824 -4.8433
C -2.3427 2.3885 -5.8444
C -0.1127 -6.2445 -3.7495
C -1.2185 -1.0951 -2.4092
C 1.6654 -2.6272 -1.8330
C -4.5434 0.9964 -6.0622
C 4.0071 4.4328 0.4317
C -7.7963 7.8594 -0.3561
C 4.1064 -2.4887 -2.2629
C -1.6375 -0.0650 -1.3137
C -3.3431 2.7196 -0.3073
C -6.8163 5.7702 3.0086
H -1.9563 4.7194 -4.5182
H -0.3316 -0.7579 -2.9647
H -0.9443 2.5367 -7.5311
H -1.7188 -2.6048 -0.9949
H 3.4231 -0.0496 -2.8693
H 2.6633 5.9341 0.6963
H 3.1410 -9.8864 -1.4899
H -2.0706 -1.9615 -4.2147
H -1.5329 -0.5442 -0.3372
H 4.3639 2.2912 -2.8808
H -1.6315 -9.0708 3.8581
H -2.1489 -6.6449 -3.5181
H 0.4002 1.9884 -4.1418
H -0.2610 1.3093 -0.2974
H -1.3401 -0.7978 10.2655
H 2.0509 -5.3860 9.9434
H 0.4783 4.8161 -5.2931
H 1.6497 -3.6217 -2.2857
H -3.2531 1.7252 4.7627
H -1.4989 -5.3595 -2.5587
H -5.2298 1.0585 -6.9124
H 1.3350 9.2895 -3.5504
H -2.6957 0.1596 -1.4981
H 1.7104 -0.0169 -2.4156
H 4.8776 -1.7300 -2.1095
H 1.4743 -8.4508 2.2516
H -2.0067 1.3438 -5.7789
H 2.9873 0.1554 -1.1664
H 6.0302 4.8396 0.8040
H -0.8440 -3.2607 -2.3972
H -4.0494 3.5003 -0.6277
H -3.9718 2.3850 6.1946
H 3.8967 3.9913 -2.8093
H 3.6701 -2.7748 5.7796
H 0.4231 -9.7043 2.8606
H -2.5985 2.9457 -7.9433
H 1.1603 -4.5002 3.3345
H -3.8887 1.7735 -0.3472
H -8.0315 7.4018 3.0167
H -1.9726 -7.3820 4.0483
H -0.7296 -7.8233 -4.9818
H 4.1987 -2.8928 -3.2785
H 2.6740 7.3841 -3.7534
H -1.5390 0.1428 4.9620
H 2.5642 -7.9170 -2.6554
H -0.8460 2.4992 11.4084
H 5.0290 0.7468 -6.1939
H 0.5295 -3.0951 -0.1969
H 0.4864 3.4414 -3.1142
H 3.0035 -9.9138 0.2313
H 4.2893 6.4199 1.0400
H 2.4510 -5.3493 8.2595
H -0.0810 1.2468 -2.0670
H 2.0070 -6.5413 -1.7864
H 0.9324 -7.3592 -5.0929
H 2.0043 5.8897 -4.3074
H 3.0053 -4.9222 5.1526
H -5.1314 0.6265 -5.2174
H -7.9380 7.5105 -2.4182
H 0.8534 3.3018 -6.1300
H 6.4434 1.5033 -6.8432
H 1.9783 -5.5859 1.4632
H -4.2515 2.7304 -4.7888
H -7.4695 6.2721 0.8773
H 4.8057 -2.5667 7.0709
H 4.2175 -3.2873 -1.5277
H 2.7582 -4.6879 0.2112
H -4.9178 5.9448 3.8635
H -0.3475 -7.1715 7.2345
H 8.2694 1.2076 -3.8267
H 5.6393 3.2323 0.2920
H 1.0769 -6.3464 6.7061
H 8.3351 1.7716 -5.4613
H -3.7888 0.2463 -6.3186
H -1.7900 0.8459 10.0204
H -7.5723 5.8328 -0.7937
H 0.2980 2.0382 12.6246
H 1.4196 -2.7851 3.5253
H -2.6403 -0.3257 -3.8825
H -4.2638 3.0898 -6.5013
H 3.9540 2.9653 -5.0944
H 3.6730 -6.2933 5.9809
H -0.3411 9.1913 -3.9681
H -5.3068 4.4160 3.1506
H -1.5995 4.0968 -7.0260
H -6.5070 7.6818 3.7764
H -1.1283 4.0106 -1.3445
H 2.7414 2.7722 -2.2670
H -8.1213 9.1502 -1.8965
H 2.5196 2.0176 -4.6921
H 0.5554 -1.3443 -0.4996
H -1.0194 -0.3460 6.5387
H -3.2439 -1.7000 -2.9098